Model a:
Density functional theory data (the ωB97M-V functional and the def2-TZVPD basis) for 2 unconnected molecules or ions with the total composition C10H12ClN3S.

XYZ file:
```
27
C10H12ClN3S, DFT the ωB97M-V functional and the def2-TZVPD basis
C -2.788 -1.377 2.320
C 3.917 -1.438 -0.426
C 4.043 -0.048 -0.243
C 2.664 -1.996 -0.599
C 2.850 0.795 -0.229
C 1.573 -1.115 -0.445
C -2.326 2.456 0.425
C 0.250 -1.601 -0.482
C -3.022 0.087 -1.193
C -2.111 -0.881 -0.427
N -2.486 -0.276 2.201
N 1.663 0.228 -0.333
N -0.789 -0.757 -0.660
S -2.132 1.747 -1.265
Cl -2.682 -2.510 -0.569
H 4.679 -2.015 -0.716
H 5.071 0.353 -0.182
H 2.378 -2.987 -0.810
H 2.850 1.813 0.011
H -2.303 1.731 1.212
H -3.290 2.868 0.283
H -1.399 3.032 0.363
H -0.011 -2.605 -0.205
H -3.120 -2.425 2.258
H -3.400 -0.186 -2.163
H -3.874 0.311 -0.630
H -0.477 0.321 -0.719
```

Summary:
LUMO level (spin up / spin down): 0.10 / 0.24 eV
frontier orbital gap (spin up / spin down): 6.91 / 6.87 eV
HOMO (spin up / spin down): -6.814 / -6.635 eV
spin multiplicity: 1

---

Model b:
Density functional theory data (the ωB97M-V functional and the def2-TZVPD basis) for 2 unconnected molecules or ions with the total composition C10H12ClN3S.

XYZ file:
```
27
C10H12ClN3S, DFT the ωB97M-V functional and the def2-TZVPD basis
C -0.594 -1.577 1.906
C 3.486 -1.918 -0.458
C 3.991 -0.614 -0.321
C 2.121 -2.141 -0.674
C 3.095 0.488 -0.512
C 1.285 -1.028 -0.626
C -2.238 2.654 1.430
C -0.103 -1.080 -0.748
C -2.871 1.429 -0.899
C -2.172 0.158 -0.557
N -0.376 -0.585 2.447
N 1.775 0.209 -0.648
N -0.881 0.010 -0.757
S -2.007 2.912 -0.327
Cl -3.089 -1.311 -1.141
H 4.102 -2.749 -0.189
H 4.953 -0.370 0.129
H 1.632 -3.127 -0.655
H 3.233 1.616 -0.389
H -1.491 1.950 1.566
H -3.243 2.188 1.632
H -2.037 3.601 1.959
H -0.691 -1.969 -0.761
H -0.788 -2.533 1.490
H -2.883 1.515 -1.982
H -3.760 1.390 -0.252
H -0.448 0.882 -0.661
```

Summary:
LUMO level (spin up / spin down): -0.21 / 0.00 eV
frontier orbital gap (spin up / spin down): 6.90 / 6.96 eV
HOMO (spin up / spin down): -7.105 / -6.958 eV
spin multiplicity: 1

---

The structure with the most favorable energy is model b; the runner-up is 0.0119 hartree above it.

---

Model a:
Density functional theory data (the ωB97M-V functional and the def2-TZVPD basis) for a molecular structure, C31H30Br2N3O7S2V.

XYZ file:
```
76
C31H30Br2N3O7S2V, DFT the ωB97M-V functional and the def2-TZVPD basis
V -0.094 0.347 0.515
C 4.346 1.334 -0.918
C 3.484 2.438 -0.199
C 3.720 3.674 -1.052
O 3.933 2.742 1.110
C 1.891 2.169 -0.238
O 1.099 2.909 -0.903
O 1.629 1.255 0.630
H 5.451 1.595 -0.778
H 4.202 1.269 -1.994
H 4.180 0.433 -0.342
H 4.751 3.771 -1.358
H 3.510 4.596 -0.484
H 3.100 3.594 -1.932
H 3.769 1.978 1.702
C 0.611 -2.226 3.117
C 0.705 -0.775 3.459
C 1.252 -0.357 4.730
C 1.020 0.924 5.241
C 0.415 1.877 4.367
C -0.045 3.155 4.801
Br 0.309 3.998 6.483
C -0.961 3.922 4.115
C -1.355 3.561 2.836
Br -2.639 4.568 1.936
C -0.900 2.294 2.272
O -1.250 1.950 1.067
C -0.040 1.442 3.093
N 0.149 0.156 2.625
H 1.514 -2.831 3.328
H 0.451 -2.320 2.025
H -0.181 -2.618 3.726
H 1.807 -1.183 5.268
H 1.276 1.316 6.201
H -1.192 4.960 4.428
O -0.530 -6.621 -4.141
C 0.656 -5.996 -4.142
O 1.519 -6.358 -4.925
C 0.872 -4.842 -3.184
C 2.065 -4.612 -2.527
C 2.171 -3.493 -1.684
C 1.126 -2.555 -1.628
S 1.305 -1.193 -0.540
C -0.076 -2.776 -2.365
C -0.191 -3.937 -3.107
H -1.155 -6.317 -3.466
H 2.886 -5.301 -2.659
H 3.131 -3.322 -1.167
H -0.877 -2.055 -2.307
H -1.146 -4.064 -3.670
O -2.181 -0.180 -2.382
S -1.311 0.929 -1.843
C -0.371 1.791 -3.223
C -1.397 2.738 -3.807
C -2.146 3.433 -2.674
C -2.439 2.419 -1.525
H 0.024 1.040 -3.944
H 0.411 2.422 -2.770
H -2.079 2.105 -4.431
H -0.947 3.486 -4.418
H -3.071 3.938 -2.963
H -1.458 4.233 -2.305
H -3.429 1.956 -1.632
H -2.330 2.792 -0.516
N -2.733 -5.392 -0.318
C -3.053 -4.345 0.143
C -3.178 -3.013 0.639
C -4.365 -2.454 1.228
C -4.227 -1.109 1.582
C -3.043 -0.368 1.431
N -1.961 -0.931 0.802
C -2.078 -2.216 0.347
H -5.227 -3.141 1.375
H -5.033 -0.593 2.077
H -2.882 0.640 1.859
H -1.170 -2.654 -0.098
```

Summary:
LUMO level (spin up / spin down): -1.42 / -1.21 eV
frontier orbital gap (spin up / spin down): 6.52 / 6.84 eV
<S²>: 2.026
HOMO (spin up / spin down): -7.940 / -8.051 eV
spin multiplicity: 3

---

Model b:
Density functional theory data (the ωB97M-V functional and the def2-TZVPD basis) for a molecular structure, C31H30Br2N3O7S2V.

XYZ file:
```
76
C31H30Br2N3O7S2V, DFT the ωB97M-V functional and the def2-TZVPD basis
V -0.346 -0.189 0.087
C 1.051 -4.594 2.017
C -0.362 -4.316 1.469
C -1.339 -5.062 2.398
O -0.475 -4.816 0.160
C -0.602 -2.752 1.448
O -1.381 -2.308 2.279
O 0.080 -2.133 0.433
H 1.091 -5.692 1.944
H 1.260 -4.313 3.075
H 1.777 -4.102 1.321
H -0.899 -6.046 2.696
H -2.273 -5.225 1.866
H -1.627 -4.489 3.312
H -0.248 -4.126 -0.448
C -0.176 3.439 -1.127
C -1.437 2.761 -1.554
C -2.403 3.460 -2.274
C -3.523 2.816 -2.810
C -3.594 1.421 -2.613
C -4.680 0.629 -3.117
Br -6.080 1.573 -3.938
C -4.734 -0.742 -3.002
C -3.757 -1.372 -2.229
Br -3.720 -3.225 -1.996
C -2.801 -0.605 -1.457
O -2.227 -1.086 -0.440
C -2.662 0.780 -1.766
N -1.623 1.453 -1.165
H 0.743 2.831 -1.413
H -0.092 3.525 -0.042
H -0.108 4.436 -1.594
H -2.161 4.518 -2.396
H -4.216 3.316 -3.477
H -5.573 -1.248 -3.497
O 5.388 1.945 -6.102
C 5.403 2.088 -4.736
O 6.230 2.825 -4.216
C 4.366 1.332 -3.995
C 4.235 1.569 -2.603
C 3.163 1.117 -1.908
C 2.183 0.331 -2.547
S 0.703 -0.405 -1.952
C 2.379 -0.004 -3.887
C 3.442 0.494 -4.627
H 4.623 1.485 -6.481
H 5.038 2.115 -2.084
H 3.058 1.291 -0.828
H 1.660 -0.705 -4.374
H 3.569 0.185 -5.705
O -1.010 0.704 1.793
S -2.507 0.833 2.170
C -2.639 2.303 3.291
C -2.033 1.787 4.568
C -2.827 0.453 4.830
C -2.942 -0.281 3.550
H -3.701 2.529 3.386
H -2.060 3.144 2.843
H -2.117 2.486 5.412
H -0.946 1.568 4.460
H -3.872 0.746 5.172
H -2.372 -0.170 5.644
H -4.004 -0.532 3.266
H -2.322 -1.172 3.384
N 5.554 -2.457 2.142
C 4.688 -1.732 1.932
C 3.699 -0.709 1.716
C 4.154 0.571 1.967
C 3.215 1.614 1.823
C 1.945 1.355 1.390
N 1.563 0.101 1.093
C 2.389 -0.919 1.295
H 5.155 0.725 2.316
H 3.460 2.640 2.113
H 1.173 2.134 1.335
H 2.034 -1.900 1.003
```

Summary:
LUMO level (spin up / spin down): -0.84 / -0.93 eV
frontier orbital gap (spin up / spin down): 6.34 / 6.28 eV
<S²>: 2.019
HOMO (spin up / spin down): -7.174 / -7.208 eV
spin multiplicity: 3

---

The structure with the most favorable energy is model b; the runner-up is 0.0188 hartree above it.

---

Model a:
Density functional theory data (the ωB97M-V functional and the def2-TZVPD basis) for 2 unconnected molecules or ions with the total composition C3H10P2.

XYZ file:
```
15
C3H10P2, DFT the ωB97M-V functional and the def2-TZVPD basis
P -2.838 -1.766 0.097
P -2.925 0.429 0.545
H -1.620 -1.787 -0.574
H -2.230 -1.977 1.368
H -2.657 0.824 -0.826
H -1.448 0.690 0.574
C 1.161 1.363 -1.018
C 1.776 0.209 -0.719
C 1.600 -0.343 0.736
H 1.388 2.024 -1.814
H 0.371 1.876 -0.279
H 2.553 -0.362 -1.239
H 0.708 0.286 1.119
H 2.554 -0.075 1.261
H 1.608 -1.391 0.768
```

Summary:
SMILES: [PH2]#[PH2].C=CC
LUMO level: 0.95 eV
frontier orbital gap: 10.64 eV
HOMO: -9.692 eV
spin multiplicity: 1

---

Model b:
Density functional theory data (the ωB97M-V functional and the def2-TZVPD basis) for 2 unconnected molecules or ions with the total composition C3H10P2.

XYZ file:
```
15
C3H10P2, DFT the ωB97M-V functional and the def2-TZVPD basis
C 2.104 2.115 -0.706
C -1.418 -1.161 1.409
C 0.146 -1.377 -0.954
P -1.027 1.431 -0.119
P -0.038 -0.250 0.548
H 2.362 1.104 -1.083
H 1.543 2.858 -1.244
H 2.539 2.450 0.129
H -1.543 -0.779 2.360
H -2.277 -1.282 0.708
H -0.935 -2.159 1.749
H 0.384 -0.591 -1.744
H 0.914 -2.144 -0.915
H -0.855 -1.792 -1.250
H -1.897 1.577 1.110
```

Summary:
LUMO level (spin up / spin down): 0.17 / -1.05 eV
frontier orbital gap (spin up / spin down): 7.73 / 7.08 eV
HOMO (spin up / spin down): -7.562 / -8.124 eV
spin multiplicity: 1

---

The structure with the most favorable energy is model a; the runner-up is 0.0553 hartree above it.